9 unconnected molecules or ions with the total composition C46H107N5O12 at a distorted geometry, computed with ωB97M-V/def2-TZVPD.

XYZ file:
```
170
Properties=species:S:1:pos:R:3:forces:R:3:lowdin_charge:R:1
C 4.5853 -12.4937 20.8918 -1.0 0.1 0.9 -0.0671
C 3.5081 -11.5294 21.4335 -0.7 -1.0 -2.3 -0.1802
O 2.5071 -12.4277 22.0648 1.0 1.7 0.1 0.0210
C 1.3036 -11.8724 22.2859 0.7 0.0 -0.9 -0.6455
O 0.9399 -10.7873 21.9023 0.1 0.0 0.2 0.1099
O 0.5860 -12.7690 22.9164 0.3 -0.8 0.0 -0.0036
C -0.7699 -12.4470 23.1208 -0.8 -0.8 0.7 -0.0299
H 4.0133 -13.2131 20.3059 0.4 -0.2 0.0 0.0772
H 5.1463 -13.0189 21.6907 -0.3 0.4 -0.5 0.0847
H 5.2339 -11.9465 20.2314 0.5 0.1 -0.2 0.0666
H 3.0164 -11.0421 20.5202 0.5 -0.6 1.4 0.1423
H 3.9106 -10.7258 22.0354 -0.3 -0.1 0.8 0.0923
H -1.3175 -13.4250 23.1922 0.4 1.1 -0.2 0.1206
H -1.1084 -11.7861 22.3492 -0.4 0.0 -0.7 0.0850
H -0.8424 -11.8846 24.0372 -0.3 0.0 0.5 0.0648
C 2.9018 -4.5511 26.8822 0.3 -0.4 2.3 -0.0412
C 3.7807 -4.0575 28.0555 0.7 -0.9 -0.8 -0.1810
O 3.5196 -4.9527 29.1728 -0.2 0.9 0.6 0.0012
C 3.9910 -4.4909 30.3675 2.4 0.8 -2.3 -0.6311
O 4.9289 -3.7170 30.4680 -1.0 -0.2 0.0 0.1050
O 3.3981 -5.0948 31.3258 -1.3 -1.2 2.1 0.0128
C 3.8574 -4.8499 32.6941 -1.2 -0.1 -0.9 0.0110
H 3.2497 -4.1696 25.9713 0.3 0.5 -1.4 0.0604
H 1.8599 -4.3664 27.0486 -0.6 0.9 0.1 0.0549
H 2.8709 -5.6165 26.9120 0.7 -1.0 -0.4 0.0509
H 3.4626 -3.0628 28.3303 0.3 0.4 0.2 0.1122
H 4.9028 -4.0906 27.8219 -1.7 0.2 0.3 0.1474
H 3.0059 -5.1504 33.3243 0.6 -0.3 -0.2 0.1029
H 3.9877 -3.8008 32.8151 0.3 0.8 0.1 0.0804
H 4.7878 -5.3696 32.8564 0.1 -0.3 0.2 0.0963
C 1.9348 -7.3157 22.2449 -0.7 0.3 -0.3 -0.0456
C 0.7896 -7.7791 23.1422 0.8 -1.3 0.3 -0.2361
O -0.0566 -6.7432 23.5689 -0.2 1.1 0.6 0.0294
C -1.1914 -6.4470 22.9312 1.3 -0.2 0.2 -0.6266
O -1.6431 -6.9851 21.9623 -0.1 -0.3 -0.5 0.1260
O -1.6951 -5.4083 23.5654 0.1 0.4 0.4 0.0052
C -2.9349 -4.9475 23.1086 -1.8 -1.6 -0.5 -0.0450
H 1.5312 -6.9088 21.2723 0.7 -0.4 1.0 0.0999
H 2.6454 -8.1492 22.0821 -0.5 0.4 -0.1 0.0694
H 2.4583 -6.5491 22.8279 0.1 0.1 -0.5 0.0751
H 1.2607 -8.1856 24.0726 -0.6 0.3 -0.6 0.1204
H 0.1634 -8.5423 22.7089 0.1 -0.4 -0.4 0.1015
H -3.7608 -5.5824 23.5316 0.7 0.3 -0.3 0.0898
H -3.0312 -5.0309 22.0064 0.2 0.5 0.7 0.1107
H -3.0914 -3.9861 23.5268 0.1 1.1 0.0 0.0839
C 0.6119 -7.6608 27.8907 -1.0 0.8 2.0 -0.0378
C -0.5046 -8.7058 27.8655 0.5 0.2 -0.8 -0.1733
O -1.5193 -8.2917 26.9187 -0.4 0.5 -0.1 -0.0042
C -1.8734 -9.0343 25.8610 1.0 -1.6 0.7 -0.5339
O -1.4983 -10.2050 25.6729 -1.1 2.8 -0.1 0.0813
O -2.6931 -8.2637 25.1152 1.1 -0.8 1.4 -0.0082
C -3.1221 -8.8156 23.8955 -0.1 0.4 -0.9 -0.0327
H 1.4818 -7.9948 28.4781 -0.2 -0.2 -0.5 0.0610
H 0.2797 -6.7375 28.4225 0.0 -0.5 -0.3 0.0777
H 0.8716 -7.3280 26.9171 0.5 -0.1 -1.1 0.0586
H -0.9599 -8.8874 28.8349 -0.1 0.2 0.0 0.1177
H -0.1013 -9.6187 27.4949 0.2 -1.0 -0.2 0.0790
H -2.3805 -9.4826 23.4700 0.0 -0.2 0.0 0.0995
H -3.2294 -7.9511 23.2558 -0.1 -0.1 -0.4 0.0721
H -4.0946 -9.2562 23.9942 -0.4 -0.6 0.2 0.0811
C -1.7248 -6.3365 31.0541 1.0 -1.0 1.8 -0.1270
C -1.9797 -4.9307 30.6242 -0.5 0.4 -0.6 -0.2655
N -1.5061 -4.5251 29.2518 -0.9 -0.9 1.6 -0.1440
C -2.2860 -5.3010 28.2397 0.6 0.8 2.3 -0.2681
C -2.0454 -4.8151 26.8776 0.1 -1.3 -1.0 -0.0911
C -1.6111 -3.0660 29.1498 -0.5 -0.6 -2.1 -0.2654
C -0.5778 -2.4293 28.2288 1.9 -0.2 1.2 -0.0965
H -2.3001 -7.0828 30.5565 -0.6 -0.6 -0.5 0.0450
H -1.9741 -6.4084 32.1553 -0.1 0.1 -1.1 0.0907
H -0.6718 -6.6830 31.0424 -0.3 0.5 -0.4 0.0735
H -3.1160 -4.7930 30.8179 1.5 0.4 -0.6 0.1425
H -1.3900 -4.3416 31.3138 -0.3 0.6 0.2 0.1001
H -2.0724 -6.3642 28.4131 0.0 0.3 -0.4 0.0923
H -3.3370 -5.1438 28.4552 -0.7 -0.1 0.2 0.1046
H -2.7813 -5.4046 26.2875 1.0 0.4 -0.5 0.0903
H -2.3054 -3.7862 26.8103 -0.3 0.8 -0.2 0.0530
H -0.9718 -4.9116 26.6247 -0.7 -0.3 -0.5 0.0910
H -1.5315 -2.6219 30.1200 0.0 0.2 0.6 0.0982
H -2.5853 -2.7473 28.6854 0.2 -0.4 0.7 0.1233
H -0.3881 -2.9107 27.2829 -0.5 -0.1 -0.3 0.0421
H 0.4559 -2.4000 28.6820 -1.0 0.0 -0.1 0.0836
H -0.8910 -1.4141 28.1089 0.0 0.8 -0.5 0.0611
C 4.2993 -9.4769 28.4267 -0.2 1.7 -1.8 -0.0584
C 4.1201 -9.1957 26.8964 0.4 -0.2 0.3 -0.2115
N 4.4922 -10.2784 25.9551 0.1 -0.2 1.5 -0.1787
C 3.3737 -11.2413 25.8074 1.3 -1.2 0.7 -0.2339
C 2.0892 -10.7728 25.1845 -1.1 -1.2 -0.1 -0.0733
C 5.1635 -9.9190 24.7001 -1.4 0.0 0.7 -0.2660
C 6.5508 -9.3374 24.7954 0.0 0.6 1.2 -0.0879
H 3.9938 -10.4319 28.7026 -0.7 -1.7 0.4 0.0272
H 3.6928 -8.7171 28.9272 0.0 -0.2 0.2 0.0569
H 5.3064 -9.3363 28.7331 1.0 0.0 0.2 0.0602
H 3.0709 -8.9572 26.7735 -0.4 0.2 -0.2 0.0723
H 4.6666 -8.2595 26.7264 0.0 -0.3 -0.4 0.1095
H 3.7695 -12.0986 25.2167 -0.2 0.5 0.2 0.1189
H 3.1633 -11.7033 26.8127 0.2 0.6 -0.7 0.1192
H 2.2658 -10.2960 24.2499 0.2 0.8 -0.7 0.0424
H 1.4528 -11.6577 24.8822 0.6 0.8 0.8 0.0983
H 1.4952 -10.1403 25.8415 -0.1 0.1 -0.1 0.0563
H 4.4265 -9.2466 24.2055 0.8 -0.2 -0.8 0.1140
H 5.3256 -10.8776 24.2084 -0.6 0.1 -0.6 0.1056
H 6.8545 -8.8799 23.8660 0.2 -0.3 -0.5 0.0694
H 7.2483 -10.0826 25.1750 0.1 -0.1 -0.4 0.0783
H 6.6398 -8.5301 25.5154 -0.3 0.3 0.3 0.0592
C -6.2780 -6.8026 25.1161 0.3 -0.1 -0.7 -0.0920
C -6.8466 -6.9898 23.6950 -1.5 0.9 -0.1 -0.2652
N -6.9799 -8.3620 23.2586 -0.4 -1.2 -0.3 -0.1893
C -7.8576 -9.1590 24.1391 0.6 1.2 0.4 -0.2802
C -7.5755 -10.6259 24.1062 0.4 -0.6 -0.5 -0.0926
C -7.3513 -8.5077 21.8253 1.0 -0.2 0.3 -0.2324
C -6.1460 -8.2101 20.8900 -1.4 0.5 -0.6 -0.0788
H -7.1192 -6.6115 25.7867 0.4 -0.4 0.3 0.0682
H -5.6190 -5.9176 25.1672 -0.3 -0.3 -0.1 0.0689
H -5.6491 -7.6850 25.3703 -0.6 0.5 0.2 0.0729
H -7.8577 -6.4348 23.6284 1.0 -0.6 0.2 0.1362
H -6.2469 -6.4833 22.9640 0.6 0.2 -0.3 0.0801
H -7.6171 -8.8281 25.1620 -0.2 -0.1 -0.2 0.0903
H -8.8974 -8.9113 24.0042 -0.8 0.1 -0.3 0.1102
H -6.5069 -10.6497 24.3470 -0.2 -0.7 0.9 0.0712
H -8.3042 -11.1973 24.7416 1.1 0.4 -0.4 0.0966
H -7.5281 -11.0720 23.1057 -0.7 0.2 0.0 0.0603
H -8.2650 -7.9703 21.5762 -0.1 0.7 0.0 0.1060
H -7.6443 -9.5492 21.6108 0.3 0.2 0.4 0.1029
H -6.4810 -8.3624 19.8333 0.4 -0.1 0.8 0.0818
H -5.3657 -8.8896 21.1559 0.6 -0.6 -0.1 0.0545
H -5.7095 -7.2012 20.9206 -0.4 -0.2 0.3 0.0602
C 0.7920 -11.7759 29.8679 -0.4 -1.6 0.5 -0.0860
C 1.6945 -10.9951 30.8176 0.8 0.1 -1.5 -0.2743
N 0.9579 -9.9017 31.4316 0.7 -0.1 0.6 -0.1827
C 1.7989 -8.7167 31.6934 0.7 0.5 -0.1 -0.2383
C 3.1562 -9.0035 32.4242 -0.6 0.4 -2.0 -0.0659
C 0.2654 -10.3070 32.6659 -0.1 1.2 0.8 -0.2539
C -1.0448 -9.5367 32.7748 -1.7 0.3 -0.8 -0.1039
H 1.3859 -12.4770 29.2783 0.2 0.1 -0.1 0.0660
H 0.1601 -11.2204 29.1756 0.4 0.5 0.2 0.0549
H 0.0933 -12.4433 30.4015 0.1 0.3 0.1 0.0697
H 2.2711 -11.6823 31.5168 -0.8 0.7 -0.5 0.1373
H 2.4780 -10.5760 30.1259 -0.6 0.0 0.9 0.0883
H 1.3042 -8.0854 32.4143 -0.8 0.3 0.0 0.0873
H 1.9246 -8.0724 30.7602 0.0 -1.0 1.0 0.1142
H 3.7106 -8.0598 32.5627 -0.2 -0.5 0.2 0.0701
H 3.7247 -9.6569 31.7763 0.5 -0.1 0.0 0.0508
H 2.9556 -9.5445 33.3199 0.1 -0.1 0.9 0.0514
H -0.0027 -11.3789 32.7278 0.6 0.4 -0.3 0.1210
H 0.9059 -10.0094 33.5510 -0.6 -0.8 -0.6 0.1155
H -1.0029 -8.4264 32.7436 0.6 -0.7 0.2 0.0444
H -1.6829 -9.7587 31.8724 0.6 -0.1 0.8 0.0809
H -1.6555 -9.8075 33.6582 0.5 0.0 -0.3 0.0739
C -4.5412 -9.3957 28.1681 1.1 -2.3 0.0 -0.0744
C -6.0374 -9.4179 28.2190 -1.1 -0.3 0.5 -0.2508
N -6.6161 -8.4914 29.1910 0.1 1.0 -1.6 -0.1916
C -6.2935 -8.7736 30.5243 -1.1 -0.4 2.6 -0.3023
C -6.9411 -10.0382 31.1169 -0.1 -0.5 -0.5 -0.0810
C -6.1924 -7.1359 28.8122 0.5 -0.7 -1.3 -0.2650
C -7.1747 -6.0538 29.2271 2.0 0.2 0.9 -0.0795
H -4.2030 -9.7169 29.1753 0.4 0.3 -0.7 0.0825
H -4.0158 -8.5218 27.8398 -0.2 1.0 0.2 0.0501
H -4.1471 -10.1395 27.4309 -0.5 0.1 0.7 0.0945
H -6.4997 -9.1793 27.2764 -0.1 0.1 -0.6 0.0878
H -6.4589 -10.3966 28.4941 0.6 0.0 -0.2 0.1139
H -5.2338 -8.8339 30.7068 0.8 0.2 0.2 0.0926
H -6.7059 -7.9603 31.1590 0.5 -0.2 -0.4 0.1210
H -8.0342 -9.9863 31.0550 0.1 0.2 0.3 0.0751
H -6.7083 -10.9437 30.5471 0.3 0.1 0.0 0.0564
H -6.6056 -10.2407 32.1465 -0.2 0.3 -0.3 0.0754
H -6.0496 -7.2433 27.6837 -0.4 0.9 1.4 0.0946
H -5.1492 -6.8703 29.1982 -1.1 -0.3 -0.2 0.1218
H -8.2012 -6.2313 29.0494 -1.0 -0.5 -0.5 0.0568
H -6.8295 -5.1702 28.6918 -0.3 0.4 0.3 0.0696
H -7.0503 -5.9274 30.3243 -0.2 0.4 -0.6 0.0739
```
Forces are in eV/Å.

Its total charge is 0. The calculation puts the HOMO energy at -0.29566 hartree. The electronic energy comes out at -81454.4755 eV. As for the structure (SMILES): CCOC(=O)OC.CCOC(=O)OC.CCOC(=O)OC.CCOC(=O)OC.CCN(CC)CC.CCN(CC)CC.CCN(CC)CC.CCN(CC)CC.CCN(CC)CC. The value obtained for the HOMO-LUMO gap is 8.710 eV. The energy relative to the best compared isomer or geometry (same formula, charge and spin) comes out at 0.0 kJ/mol. The LUMO energy is 0.665 eV.